# 1
{"formula": "C5H19NO7", "method": "wB97M-V/def2-TZVPD", "species": ["O", "O", "O", "O", "O", "O", "O", "N", "C", "C", "C", "C", "C", "H", "H", "H", "H", "H", "H", "H", "H", "H", "H", "H", "H", "H", "H", "H", "H", "H", "H", "H"], "positions_angstrom": [[-1.505, -1.375, -0.685], [1.909, 1.801, 4.222], [4.063, 2.119, 2.123], [-3.152, -1.235, 2.252], [-3.668, -0.866, -2.267], [2.176, -1.081, 0.054], [0.047, -1.384, 1.961], [1.299, -0.461, -1.913], [0.118, 0.279, -1.409], [-0.988, -0.793, -1.588], [-1.659, 2.081, -1.637], [-0.353, 1.518, -2.130], [2.260, -1.065, -1.145], [2.973, -1.639, -1.781], [-2.479, 1.997, -2.450], [1.390, -0.254, -2.892], [-3.451, -0.810, 3.054], [-3.554, -0.250, -1.517], [3.559, 1.998, 1.326], [3.905, 1.513, 2.840], [-1.292, -0.818, -2.643], [-0.351, -2.263, 1.696], [-2.199, -1.314, 2.102], [-1.593, 3.126, -1.306], [0.322, 0.411, -0.358], [1.244, 1.099, 4.067], [-3.820, -1.728, -1.876], [0.440, 2.273, -1.921], [0.864, -1.479, 1.450], [-0.303, 1.373, -3.187], [-2.094, 1.524, -0.773], [1.823, 2.533, 3.594]], "homo_energy_ev": -9.68, "largest_force_ev_per_a": 2.95, "lumo_energy_ev": 0.346, "smiles": "CC[C@@H](C=O)NC=O.O.O.O.O.O", "homo_lumo_gap_ev": 10.02}

# 2
{"formula": "C2H4N2O", "method": "wB97M-V/def2-TZVPD", "species": ["O", "N", "N", "C", "C", "H", "H", "H", "H"], "positions_angstrom": [[-1.591, 2.023, 0.105], [0.450, -0.890, 0.663], [-0.573, -0.004, 0.667], [-0.632, 1.290, 0.069], [0.969, -1.151, -0.484], [0.283, 1.483, -0.521], [1.763, -1.850, -0.505], [-1.250, -0.100, 1.443], [0.581, -0.801, -1.435]], "homo_energy_ev": -9.49, "largest_force_ev_per_a": 3.25, "lumo_energy_ev": 0.760, "smiles": "C=NNC=O", "homo_lumo_gap_ev": 10.25}

# 3
{"formula": "C24H30N2O4", "method": "wB97M-V/def2-TZVPD", "species": ["O", "O", "O", "O", "N", "N", "C", "C", "C", "C", "C", "C", "C", "C", "C", "C", "C", "C", "C", "C", "C", "C", "C", "C", "C", "C", "C", "C", "C", "C", "H", "H", "H", "H", "H", "H", "H", "H", "H", "H", "H", "H", "H", "H", "H", "H", "H", "H", "H", "H", "H", "H", "H", "H", "H", "H", "H", "H", "H", "H"], "positions_angstrom": [[-1.179, -2.044, 3.261], [2.522, 5.048, 2.195], [-2.666, 0.211, -2.796], [0.303, 4.955, 1.889], [-1.733, -1.797, -3.240], [1.794, -1.440, -0.874], [-2.658, -0.993, -2.668], [-3.675, -1.746, -1.812], [-0.534, -1.286, -3.861], [-0.429, -3.161, 3.669], [0.363, 2.297, 1.223], [-2.487, -0.921, 1.682], [2.778, 0.939, 1.292], [0.717, -1.628, -3.046], [3.009, -0.900, -1.455], [-2.343, -3.026, -0.093], [0.411, 0.952, 0.917], [2.739, 2.284, 1.600], [1.533, 4.413, 1.914], [1.616, 0.256, 0.949], [1.668, -1.201, 0.557], [-1.771, -2.067, 2.034], [-3.052, -1.890, -0.450], [-3.112, -0.835, 0.457], [-1.708, -3.125, 1.135], [1.530, 2.975, 1.568], [1.984, -1.118, -3.729], [0.229, 6.333, 2.214], [3.192, -1.461, -2.863], [0.633, -1.030, -1.639], [0.549, 0.067, -1.720], [4.103, -1.054, -3.303], [-4.585, -1.149, -1.753], [-1.739, -2.780, -3.018], [-0.819, 6.609, 2.135], [3.719, 0.409, 1.325], [-1.167, -4.028, 1.372], [-1.049, -4.061, 3.731], [-0.259, -1.402, -1.130], [3.635, 2.821, 1.871], [0.416, -3.345, 2.998], [-3.646, 0.063, 0.188], [0.835, 6.920, 1.521], [-0.443, -1.699, -4.872], [-0.499, 0.431, 0.660], [2.088, -1.566, -4.719], [-2.530, -0.109, 2.391], [3.853, -1.199, -0.829], [1.916, -0.035, -3.852], [0.752, -1.701, 0.883], [2.523, -1.683, 1.040], [2.987, 0.204, -1.502], [0.789, -2.717, -2.945], [-0.575, 2.829, 1.197], [0.596, 6.503, 3.229], [-3.901, -2.719, -2.248], [-2.286, -3.864, -0.774], [-0.053, -2.915, 4.661], [-0.660, -0.203, -3.932], [3.295, -2.546, -2.798]], "homo_energy_ev": -8.51, "largest_force_ev_per_a": 0.69, "lumo_energy_ev": 0.621, "smiles": "COC(=O)c1ccc(CN2CCC[C@H](CNC(=O)Cc3ccc(OC)cc3)C2)cc1", "homo_lumo_gap_ev": 9.13}

# 4
{"formula": "C7H12F4N3O", "method": "wB97M-V/def2-TZVPD", "species": ["F", "F", "F", "F", "O", "N", "N", "N", "C", "C", "C", "C", "C", "C", "C", "H", "H", "H", "H", "H", "H", "H", "H", "H", "H", "H", "H"], "positions_angstrom": [[-3.424, 0.695, 1.703], [-3.347, 2.675, 0.850], [-0.981, -0.581, -1.865], [-5.001, 1.365, 0.395], [2.865, -0.553, 0.927], [1.332, 1.073, 0.251], [-0.543, 0.347, -0.963], [1.478, -0.863, -0.979], [0.715, 0.193, -0.579], [3.098, -2.619, -0.284], [2.178, -1.533, 0.201], [-3.694, 1.400, 0.592], [1.987, 0.418, 1.418], [-2.949, 0.839, -0.605], [-1.512, 1.394, -0.654], [2.522, -3.489, -0.606], [2.565, 1.174, 1.946], [-1.251, 1.791, 0.330], [1.382, -1.958, 0.831], [-2.960, -0.247, -0.508], [0.831, 1.930, 0.443], [3.749, -2.919, 0.541], [3.724, -2.256, -1.103], [-3.492, 1.131, -1.503], [0.923, -1.564, -1.460], [-1.437, 2.189, -1.399], [1.242, -0.035, 2.082]], "charge": 1, "homo_energy_ev": -14.84, "largest_force_ev_per_a": 1.39, "lumo_energy_ev": -3.494, "smiles": "C[C@@H]1NC(N(F)CCC(F)(F)F)=[NH+]CO1", "homo_lumo_gap_ev": 11.35}

# 5
{"formula": "C3H8N2O2", "method": "wB97M-V/def2-TZVPD", "species": ["O", "O", "N", "N", "C", "C", "C", "H", "H", "H", "H", "H", "H", "H", "H"], "positions_angstrom": [[-2.752, 0.104, -1.074], [2.724, 1.178, 0.212], [1.938, -0.836, 1.102], [-0.550, 0.532, -0.111], [1.899, 0.269, 0.241], [-1.761, -0.196, -0.050], [0.726, 0.106, -0.762], [0.601, -0.875, -1.246], [-1.539, -1.270, -0.131], [1.011, -1.132, 1.438], [-3.287, 0.691, -0.536], [-0.774, 1.597, -0.048], [-2.183, 0.030, 0.872], [1.161, 0.765, -1.587], [2.786, -0.962, 1.682]], "homo_energy_ev": -9.10, "largest_force_ev_per_a": 2.93, "lumo_energy_ev": 0.705, "smiles": "NC(=O)CNCO", "homo_lumo_gap_ev": 9.81}

# 6
{"formula": "C22H22AuN6O3S2", "method": "wB97M-V/def2-TZVPD", "species": ["Au", "S", "S", "O", "O", "O", "N", "N", "N", "N", "N", "N", "C", "C", "C", "C", "C", "C", "C", "C", "C", "C", "C", "C", "C", "C", "C", "C", "C", "C", "C", "C", "C", "C", "H", "H", "H", "H", "H", "H", "H", "H", "H", "H", "H", "H", "H", "H", "H", "H", "H", "H", "H", "H", "H", "H"], "positions_angstrom": [[-1.008, 0.290, 0.641], [1.243, -0.761, -1.111], [-0.420, -0.325, 2.740], [-3.563, -1.057, -0.914], [-1.052, -3.836, 0.900], [-2.019, -1.445, 0.653], [1.451, 0.973, 4.069], [3.062, -0.918, 0.818], [0.218, 1.829, 0.932], [0.971, 1.929, 2.066], [-1.319, 1.380, -1.160], [1.660, -2.713, 0.627], [-0.450, 2.419, -1.231], [-2.144, -4.224, 0.185], [0.744, 0.986, 2.928], [2.224, -3.392, 1.777], [-2.911, -1.839, -0.259], [-3.411, -6.044, -0.732], [2.504, 3.541, -1.009], [-2.176, 1.165, -2.153], [1.483, 3.647, -0.067], [2.038, -1.518, 0.181], [3.492, 5.551, -0.141], [-1.322, 3.041, -3.363], [3.513, 4.492, -1.037], [-2.325, -5.588, -0.011], [0.428, 2.619, -0.066], [1.469, 4.701, 0.840], [-0.434, 3.268, -2.316], [-4.334, -5.152, -1.272], [2.469, 5.657, 0.793], [-3.058, -3.312, -0.360], [-2.199, 1.981, -3.279], [-4.148, -3.799, -1.087], [-3.544, -7.109, -0.872], [-1.324, 3.695, -4.224], [2.184, -2.757, 2.665], [-5.185, -5.514, -1.831], [4.274, 6.298, -0.171], [1.629, -4.281, 1.966], [3.410, -0.064, 0.418], [0.872, -3.139, 0.162], [4.312, 4.406, -1.761], [0.258, 4.096, -2.336], [3.256, -3.702, 1.597], [0.677, 4.774, 1.574], [2.048, 1.758, 4.272], [-1.165, -2.881, 1.078], [3.652, -1.420, 1.460], [-1.605, -6.272, 0.417], [2.453, 6.485, 1.488], [-2.846, 0.328, -2.026], [-2.910, 1.769, -4.064], [2.516, 2.711, -1.706], [1.200, 0.355, 4.820], [-4.840, -3.079, -1.503]], "charge": 1, "homo_energy_ev": -10.82, "largest_force_ev_per_a": 0.23, "lumo_energy_ev": -4.336, "homo_lumo_gap_ev": 6.49}

# 7
{"formula": "C3H4BrN", "method": "wB97M-V/def2-TZVPD", "species": ["Br", "N", "C", "C", "C", "H", "H", "H", "H"], "positions_angstrom": [[3.257, -0.318, -0.453], [1.588, 0.510, -0.352], [0.472, -0.495, 0.210], [-0.782, 0.204, 0.161], [-1.823, 0.790, 0.073], [1.311, 0.724, -1.310], [0.782, -0.687, 1.239], [0.458, -1.414, -0.371], [-2.741, 1.294, 0.030]], "homo_energy_ev": -9.43, "largest_force_ev_per_a": 2.84, "lumo_energy_ev": 0.431, "smiles": "C#CCNBr", "homo_lumo_gap_ev": 9.86}

# 8
{"formula": "C20H60O10", "method": "wB97M-V/def2-TZVPD", "species": ["O", "O", "O", "O", "O", "O", "O", "O", "O", "O", "C", "C", "C", "C", "C", "C", "C", "C", "C", "C", "C", "C", "C", "C", "C", "C", "C", "C", "C", "C", "H", "H", "H", "H", "H", "H", "H", "H", "H", "H", "H", "H", "H", "H", "H", "H", "H", "H", "H", "H", "H", "H", "H", "H", "H", "H", "H", "H", "H", "H", "H", "H", "H", "H", "H", "H", "H", "H", "H", "H", "H", "H", "H", "H", "H", "H", "H", "H", "H", "H", "H", "H", "H", "H", "H", "H", "H", "H", "H", "H"], "positions_angstrom": [[1.153, -2.098, -6.234], [0.105, -0.504, 1.706], [5.240, -3.632, 1.426], [1.722, 1.180, 5.920], [-4.781, 5.539, -1.803], [-3.778, 0.130, 3.229], [-0.335, -6.172, 7.728], [4.526, 7.330, 0.151], [1.693, 2.318, -6.419], [-5.218, -3.007, -4.248], [1.209, 1.656, 8.132], [3.458, 6.715, -0.581], [-0.174, -4.911, 5.703], [-4.989, -0.564, 2.817], [-3.962, -2.631, -3.931], [4.379, -4.646, 1.516], [-2.766, 6.135, -0.516], [0.575, -5.679, 6.734], [4.401, -5.327, 0.232], [0.229, -0.761, 0.304], [-3.767, 4.996, -0.975], [-0.593, 0.268, -0.416], [3.803, 5.233, -0.373], [2.387, -2.803, -6.356], [-3.996, -1.219, -4.560], [1.087, 3.347, -5.687], [-0.294, 3.478, -6.219], [2.721, -3.752, -5.146], [-4.681, -1.890, 2.141], [0.713, 1.725, 6.709], [-5.414, -3.798, -3.742], [4.176, -4.608, -0.556], [4.721, -5.294, 2.323], [1.157, 3.136, -4.620], [1.914, -4.485, -5.133], [3.543, 7.023, -1.623], [-1.644, 0.280, -0.127], [0.301, -6.520, 8.358], [-0.507, 0.201, -1.500], [-4.228, 4.546, -0.095], [-5.679, 0.022, 2.210], [-5.561, -2.316, 1.660], [5.301, 7.427, -0.408], [-3.891, -1.688, 1.418], [-0.106, -1.767, 0.048], [-4.373, 5.753, -2.646], [3.677, -6.141, 0.254], [-0.837, 2.559, -5.996], [-3.918, 0.602, 4.053], [1.282, -5.104, 7.332], [-0.217, 1.191, 6.513], [1.106, -6.525, 6.299], [-0.843, -5.577, 5.157], [1.473, -1.207, -6.076], [-3.239, 4.201, -1.500], [0.486, -4.458, 4.964], [-2.765, 6.967, -1.221], [-4.306, -2.647, 2.831], [-0.797, -4.122, 6.124], [4.746, 4.970, -0.852], [5.396, -5.679, -0.039], [-0.486, 1.327, -0.182], [-3.280, -3.384, -4.325], [0.639, 2.744, 6.331], [2.177, 2.141, 8.261], [3.086, 4.546, -0.822], [-4.208, -1.270, -5.628], [2.515, 7.001, -0.116], [2.317, -3.513, -7.180], [2.638, -3.167, -4.230], [-0.397, 3.530, -7.303], [1.325, 0.903, 5.091], [-5.545, -0.864, 3.706], [-0.806, -0.438, 2.000], [0.560, 2.208, 8.812], [-0.854, 4.286, -5.749], [5.291, -3.194, 2.279], [1.800, 2.650, -7.314], [-3.728, -2.543, -2.870], [1.250, -0.699, -0.072], [3.193, -2.109, -6.596], [-3.219, 6.563, 0.378], [-2.971, -0.866, -4.455], [-4.691, -0.489, -4.144], [3.724, -4.179, -5.122], [3.996, 4.980, 0.670], [-1.755, 5.825, -0.251], [1.707, 4.227, -5.858], [1.277, 0.624, 8.478], [3.415, -4.235, 1.816]], "homo_energy_ev": -10.00, "largest_force_ev_per_a": 4.36, "lumo_energy_ev": 0.153, "smiles": "CCO.CCO.CCO.CCO.CCO.CCO.CCO.CCO.CCO.CCO", "homo_lumo_gap_ev": 10.15}

# 9
{"formula": "C3H7O2", "method": "wB97M-V/def2-TZVPD", "species": ["O", "O", "C", "C", "C", "H", "H", "H", "H", "H", "H", "H"], "positions_angstrom": [[-0.647, -0.441, -0.512], [-0.486, 1.930, -1.081], [0.626, -0.308, 0.056], [0.584, -0.680, 1.513], [-1.053, 0.835, -1.413], [0.920, 0.738, -0.124], [1.497, -0.426, 2.065], [1.345, -0.933, -0.505], [0.418, -1.749, 1.677], [-0.246, -0.143, 1.978], [-2.148, 0.769, -1.238], [-0.809, 0.408, -2.415]], "charge": -1, "homo_energy_ev": -2.79, "largest_force_ev_per_a": 1.23, "lumo_energy_ev": 4.509, "smiles": "CCOC[O-]", "homo_lumo_gap_ev": 7.30}

# 10
{"formula": "C46H51N4O10", "method": "wB97M-V/def2-TZVPD", "species": ["O", "O", "O", "O", "O", "O", "O", "O", "O", "O", "N", "N", "N", "N", "C", "C", "C", "C", "C", "C", "C", "C", "C", "C", "C", "C", "C", "C", "C", "C", "C", "C", "C", "C", "C", "C", "C", "C", "C", "C", "C", "C", "C", "C", "C", "C", "C", "C", "C", "C", "C", "C", "C", "C", "C", "C", "C", "C", "C", "C", "H", "H", "H", "H", "H", "H", "H", "H", "H", "H", "H", "H", "H", "H", "H", "H", "H", "H", "H", "H", "H", "H", "H", "H", "H", "H", "H", "H", "H", "H", "H", "H", "H", "H", "H", "H", "H", "H", "H", "H", "H", "H", "H", "H", "H", "H", "H", "H", "H", "H", "H"], "positions_angstrom": [[38.878, 3.280, 2.882], [39.490, 9.400, 5.220], [33.280, 9.818, 7.215], [46.231, 11.799, 0.120], [30.069, 5.641, 8.793], [38.977, 8.396, 0.658], [33.728, 19.498, 1.252], [36.287, 12.982, 7.938], [35.585, 15.100, 4.193], [40.708, 11.745, 0.626], [36.434, 11.890, 1.669], [37.988, 16.260, -0.988], [31.944, 13.990, 1.368], [35.199, 11.510, 3.419], [31.827, 6.517, 7.530], [38.140, 4.894, 1.238], [36.826, 10.690, 7.380], [37.926, 12.630, 6.364], [37.040, 17.565, -2.839], [36.961, 12.527, 0.437], [36.999, 10.838, 2.430], [38.784, 11.619, 5.712], [39.412, 5.682, 3.169], [31.315, 15.355, 3.329], [30.813, 14.134, 3.986], [31.951, 15.182, 2.009], [34.371, 17.230, 4.065], [44.113, 12.741, -0.229], [42.851, 10.605, 0.933], [36.954, 12.029, 7.209], [34.178, 11.615, 4.547], [35.064, 16.122, 3.498], [37.702, 9.804, 6.750], [42.138, 11.664, 0.508], [38.466, 17.417, -0.494], [38.225, 18.661, -1.138], [34.940, 17.483, 1.272], [31.350, 12.877, 2.036], [38.693, 10.290, 5.889], [42.720, 12.727, -0.070], [32.409, 8.905, 7.707], [33.955, 18.294, 3.295], [35.407, 16.233, 2.161], [44.408, 10.648, 0.890], [38.197, 6.183, 0.672], [36.240, 10.645, 3.508], [35.925, 12.971, -0.570], [30.815, 12.985, 3.316], [37.364, 16.299, -2.204], [30.375, 8.029, 8.848], [44.971, 11.822, 0.276], [35.322, 12.313, 2.350], [34.177, 18.496, 1.918], [38.890, 7.262, 1.290], [31.276, 9.119, 8.543], [30.656, 6.678, 8.368], [39.415, 7.060, 2.569], [32.610, 7.597, 7.083], [38.788, 4.599, 2.436], [37.438, 18.789, -2.262], [40.350, 11.046, 0.935], [33.301, 10.759, 7.443], [38.619, 19.538, -0.726], [31.375, 16.308, 3.809], [39.587, 12.158, 4.978], [40.334, 9.715, 5.101], [37.786, 4.138, 0.586], [36.559, 13.399, -1.382], [37.892, 13.651, 6.016], [31.226, 12.077, 1.524], [33.400, 7.587, 6.490], [42.590, 9.801, 1.438], [36.700, 13.888, 8.049], [30.839, 10.084, 8.900], [38.867, 17.170, 0.407], [30.610, 5.037, 8.233], [35.184, 12.277, -0.991], [34.648, 12.009, 5.328], [36.371, 10.022, 4.231], [40.030, 5.682, 4.114], [36.147, 15.466, 1.686], [36.654, 17.495, -3.808], [38.261, 2.764, 2.331], [34.647, 13.101, 2.053], [33.431, 19.062, 3.889], [36.054, 10.420, 8.039], [34.157, 19.452, 0.430], [30.185, 14.538, 4.873], [44.897, 9.944, 1.377], [37.566, 11.676, -0.017], [33.305, 12.188, 4.231], [34.152, 16.943, 5.183], [38.061, 10.342, 2.355], [35.320, 17.494, 0.235], [33.632, 10.708, 4.639], [37.203, 15.290, -2.406], [29.510, 8.316, 9.529], [35.487, 13.905, -0.260], [35.496, 15.172, 5.028], [32.213, 16.059, 1.482], [37.480, 19.840, -2.788], [46.538, 11.219, 0.874], [39.990, 7.977, 3.025], [37.563, 8.812, 7.182], [37.592, 13.412, 0.563], [37.765, 6.469, -0.355], [42.208, 13.765, -0.298], [44.600, 13.631, -0.623], [38.628, 8.338, -0.226], [30.547, 12.163, 3.764], [32.156, 5.523, 7.246]], "charge": 1, "homo_energy_ev": -9.38, "largest_force_ev_per_a": 9.87, "lumo_energy_ev": -1.912, "homo_lumo_gap_ev": 7.47}